Below is 5 unconnected molecules or ions with the total composition C39H42N3O17, with properties calculated with ωB97M-V/def2-TZVPD.

Last column: Mulliken charge in e.
Geometry (Å):
C -0.341 4.504 -1.196  -0.861
C 0.550 3.409 -1.808  -0.773
C -0.194 2.100 -2.147  -0.828
C -0.054 1.054 -1.036  0.888
C -1.058 1.323 0.122  -0.974
C -0.305 -0.341 -1.520  -1.151
C -1.045 -0.666 -2.655  1.031
C -1.254 -1.990 -2.953  0.573
C -2.042 -2.490 -4.124  -1.036
C -2.858 -1.435 -4.873  -1.202
C -4.081 -0.936 -4.073  -0.544
C -4.056 0.556 -3.696  -1.014
N -3.996 0.739 -2.233  -0.048
C -5.212 0.292 -1.600  0.474
C -5.076 -0.153 -0.171  -0.978
O -6.249 0.248 -2.189  -0.516
C -0.696 -2.946 -2.066  -0.846
N 0.011 -2.647 -1.020  -1.003
N 0.178 -1.342 -0.796  0.390
H -1.400 4.331 -1.387  0.334
H -0.205 4.570 -0.118  -0.014
H -0.097 5.477 -1.617  0.361
H 1.358 3.191 -1.108  0.377
H 1.014 3.786 -2.716  0.407
H 0.163 1.719 -3.103  0.559
H -1.252 2.353 -2.248  0.013
H 0.960 1.108 -0.636  0.632
H -0.611 1.094 1.087  0.313
H -1.931 0.680 0.015  -0.060
H -1.398 2.353 0.106  0.361
H -1.447 0.120 -3.270  0.207
H -1.376 -3.029 -4.800  0.566
H -2.740 -3.229 -3.720  0.513
H -2.219 -0.600 -5.167  0.548
H -3.179 -1.905 -5.800  0.465
H -4.167 -1.526 -3.160  0.406
H -4.974 -1.111 -4.668  0.387
H -3.200 1.064 -4.140  0.590
H -4.945 1.033 -4.109  0.458
H -3.913 1.737 -2.048  0.178
H -4.054 -0.053 0.180  0.144
H -5.739 0.440 0.456  0.346
H -5.381 -1.195 -0.108  0.317
H -0.856 -4.000 -2.257  0.740
H 0.732 -1.129 0.024  0.311
C 0.915 -7.169 -1.747  -0.959
C 1.650 -8.272 -1.514  0.386
C 1.612 -9.470 -2.442  0.991
O 2.329 -10.406 -2.158  -0.575
C 0.735 -9.423 -3.597  -0.993
C 0.003 -8.324 -3.817  0.167
C 0.061 -7.124 -2.905  1.215
O -0.639 -6.165 -3.210  -0.627
O -0.827 -8.189 -4.844  -0.587
O 2.458 -8.402 -0.487  -0.566
H 0.938 -6.310 -1.091  0.482
H 0.702 -10.285 -4.248  0.451
H -1.226 -7.304 -4.763  0.339
H 2.899 -9.279 -0.543  0.265
C 5.778 -7.934 -1.187  -1.002
C 6.894 -7.443 -1.744  0.368
C 8.225 -8.155 -1.650  0.954
O 9.166 -7.622 -2.206  -0.618
C 8.294 -9.400 -0.914  -0.963
C 7.179 -9.891 -0.355  0.316
C 5.848 -9.188 -0.470  1.148
O 4.893 -9.729 0.065  -0.747
O 7.141 -11.019 0.334  -0.572
O 6.942 -6.307 -2.419  -0.583
H 4.824 -7.431 -1.247  0.526
H 9.250 -9.898 -0.841  0.434
H 6.215 -11.145 0.617  0.368
H 7.871 -6.208 -2.711  0.376
C 0.869 6.277 5.151  -0.922
C -0.021 5.863 4.239  0.073
C 0.392 5.220 2.940  1.232
O -0.503 4.863 2.188  -0.710
C 1.800 5.065 2.658  -1.110
C 2.698 5.481 3.566  0.354
C 2.283 6.106 4.880  0.962
O 3.179 6.430 5.634  -0.607
O 4.003 5.383 3.404  -0.574
O -1.331 5.982 4.401  -0.493
H 0.572 6.736 6.085  0.561
H 2.090 4.619 1.717  0.495
H 4.409 5.758 4.212  0.375
H -1.753 5.609 3.604  0.326
C -2.986 11.343 7.329  -1.005
C -2.233 10.338 7.797  0.376
C -2.067 9.040 7.042  1.066
O -1.338 8.199 7.541  -0.646
C -2.764 8.872 5.785  -1.075
C -3.515 9.878 5.315  0.461
C -3.665 11.185 6.059  0.973
O -4.360 12.034 5.534  -0.622
O -4.185 9.827 4.175  -0.580
O -1.571 10.387 8.942  -0.568
H -3.108 12.277 7.860  0.426
H -2.644 7.933 5.264  0.455
H -4.634 10.692 4.089  0.375
H -1.109 9.531 9.030  0.370

gap between HOMO and LUMO = 6.90 eV
LUMO level = -3.97 eV
total charge = +1
HOMO energy = -10.8720 eV

Below is a molecular structure, C39H42N3O6PW, with properties calculated with ωB97M-V/def2-TZVPD.

Last column: Mulliken charge in e.
Geometry (Å):
W -0.100 0.021 0.910  2.385
O 1.295 3.523 2.363  -0.667
C 1.567 2.593 1.648  -0.413
O 0.620 1.860 1.065  -0.153
C 3.001 2.262 1.271  -0.139
C 3.181 2.151 -0.257  -0.042
C 4.673 2.191 -0.607  -0.941
C 5.123 0.770 -0.182  -1.138
C 3.812 0.199 0.369  -0.108
O 2.836 0.784 -0.514  -0.292
C 3.506 0.854 1.728  0.261
C 2.489 0.091 2.579  -0.948
O 2.552 0.132 3.788  -0.706
O 1.634 -0.617 1.889  -0.360
H 3.611 3.055 1.696  0.591
H 2.544 2.804 -0.845  0.365
H 4.806 2.344 -1.678  0.312
H 5.197 2.988 -0.081  0.408
H 5.467 0.191 -1.039  0.314
H 5.914 0.774 0.567  0.419
H 3.710 -0.883 0.356  0.741
H 4.403 0.966 2.333  0.617
O -1.244 -1.870 1.129  -0.420
C -1.768 -0.912 0.512  0.180
C -2.967 -0.836 -0.315  -0.068
C -3.984 -1.771 -0.425  -0.272
C -5.028 -1.508 -1.302  -0.833
C -5.045 -0.336 -2.052  -0.834
C -4.020 0.599 -1.933  -0.241
C -2.983 0.345 -1.052  0.172
P -1.496 1.314 -0.633  2.003
C -2.116 2.981 -0.212  0.833
C -1.975 3.480 1.078  -0.140
C -2.480 4.733 1.402  -1.194
C -3.130 5.491 0.442  -0.573
C -3.265 5.004 -0.854  -0.857
C -2.754 3.760 -1.180  -0.315
C -0.681 1.635 -2.238  -0.137
C 0.140 2.754 -2.372  -0.401
C 0.856 2.962 -3.540  -0.752
C 0.754 2.060 -4.591  -0.658
C -0.069 0.950 -4.468  -0.506
C -0.779 0.734 -3.295  -0.808
H -3.952 -2.676 0.169  0.627
H -5.838 -2.218 -1.407  0.421
H -5.864 -0.148 -2.733  0.449
H -4.043 1.504 -2.525  0.354
H -1.441 2.908 1.822  -0.088
H -2.350 5.116 2.405  0.466
H -3.521 6.468 0.695  0.394
H -3.760 5.600 -1.609  0.424
H -2.831 3.402 -2.200  0.332
H 0.205 3.469 -1.560  0.595
H 1.489 3.836 -3.635  0.459
H 1.305 2.229 -5.507  0.407
H -0.160 0.250 -5.289  0.463
H -1.418 -0.136 -3.200  0.441
C -0.895 0.291 2.951  -1.950
C -1.513 -0.876 3.630  0.149
C -0.715 -1.807 4.296  -0.073
C -1.275 -2.927 4.889  -0.818
C -2.647 -3.142 4.834  -0.446
C -3.453 -2.216 4.185  -0.876
C -2.889 -1.098 3.589  -0.124
H -0.017 0.613 3.518  0.652
H -1.606 1.119 2.911  0.562
H 0.355 -1.636 4.340  0.402
H -0.639 -3.637 5.405  0.421
H -3.084 -4.015 5.302  0.390
H -4.526 -2.365 4.146  0.399
H -3.523 -0.379 3.078  0.438
C 0.653 -3.731 1.255  -1.026
N 0.833 -3.660 -0.187  0.578
C 0.502 -4.893 -0.879  -1.359
C 1.143 -2.540 -0.888  0.339
N 0.794 -1.319 -0.593  0.902
N 1.836 -2.787 -2.065  0.096
C 2.973 -3.694 -2.036  -1.314
C 1.941 -1.736 -3.055  -1.120
H 1.236 -4.581 1.621  0.431
H -0.394 -3.880 1.518  0.332
H 1.009 -2.827 1.730  -0.020
H -0.483 -5.229 -0.547  0.362
H 1.223 -5.685 -0.652  0.374
H 0.477 -4.735 -1.954  0.388
H 1.330 -0.664 -1.158  -0.642
H 2.973 -4.271 -1.116  0.467
H 3.911 -3.130 -2.086  0.360
H 2.943 -4.383 -2.883  0.314
H 2.658 -0.951 -2.774  0.263
H 0.970 -1.273 -3.215  0.328
H 2.274 -2.179 -3.994  0.389

gap between HOMO and LUMO (spin up / spin down) = 6.78 / 6.78 eV
LUMO level (spin up / spin down) = 0.11 / 0.11 eV
HOMO energy (spin up / spin down) = -6.6664 / -6.6644 eV

Below is a molecular structure, C39H43As2ClPtSi2, with properties calculated with ωB97M-V/def2-TZVPD.

Last column: Mulliken spin population.
Geometry (Å):
C 2.536 -0.899 4.311  0.208
C 2.211 -1.906 3.375  0.330
C 2.404 -1.386 2.050  0.307
H 2.001 -2.944 3.611  0.003
C 2.919 -0.011 2.198  0.180
C 2.957 0.259 3.632  0.386
H 3.421 1.131 4.081  0.015
H 2.568 -1.029 5.390  0.003
H 2.465 -1.952 1.115  0.014
H 3.419 0.537 1.412  0.023
Pt 0.735 0.166 2.053  1.343
Si -0.863 0.095 -3.652  -0.007
C -2.419 -0.620 -4.405  -0.001
C -3.399 0.128 -5.085  0.000
H -3.371 1.221 -5.056  0.000
C -4.396 -0.526 -5.819  0.000
H -5.125 0.052 -6.380  0.000
C -4.469 -1.926 -5.842  0.000
H -5.249 -2.436 -6.413  0.000
C -3.535 -2.670 -5.118  0.000
H -3.582 -3.765 -5.108  0.000
C -2.524 -2.023 -4.402  0.000
H -1.794 -2.613 -3.841  0.000
C 0.076 0.877 -5.045  0.001
C 0.218 0.146 -6.236  0.000
H -0.278 -0.825 -6.347  0.000
C 0.967 0.663 -7.304  0.000
H 1.065 0.084 -8.224  0.000
C 1.564 1.921 -7.197  0.000
H 2.153 2.320 -8.025  0.000
C 1.377 2.674 -6.028  0.001
H 1.801 3.677 -5.965  0.000
C 0.638 2.162 -4.959  0.000
H 0.467 2.762 -4.061  0.000
H -0.016 -1.042 -3.296  0.002
Si -0.207 0.027 -0.089  0.258
C 1.413 0.029 -1.109  0.086
C 1.896 -1.147 -1.718  0.104
H 1.275 -2.050 -1.723  0.000
C 3.155 -1.167 -2.331  -0.004
H 3.462 -2.059 -2.879  0.002
C 4.011 -0.071 -2.227  0.072
H 5.011 -0.106 -2.662  0.003
C 3.577 1.071 -1.544  -0.029
H 4.259 1.914 -1.403  0.001
C 2.284 1.127 -1.008  -0.011
H 1.973 2.016 -0.455  -0.005
C -1.011 -1.683 -0.202  0.096
C -0.419 -2.828 0.365  0.039
H 0.448 -2.737 1.025  -0.036
C -0.938 -4.104 0.106  -0.011
H -0.446 -4.988 0.526  0.001
C -2.076 -4.243 -0.689  0.037
H -2.464 -5.233 -0.930  0.001
C -2.722 -3.102 -1.183  0.003
H -3.614 -3.198 -1.799  0.000
C -2.219 -1.827 -0.904  0.030
H -2.745 -0.935 -1.260  -0.003
H -1.038 0.916 -2.408  0.006
Cl -1.590 1.614 -0.149  0.040
C 2.170 3.558 2.779  0.041
As 0.613 2.400 2.998  0.154
C -1.004 3.483 2.785  0.037
C 0.418 2.007 4.916  0.023
C 1.051 2.772 5.893  -0.005
C 0.842 2.454 7.248  0.002
C 0.008 1.391 7.599  0.007
C -0.605 0.604 6.603  -0.007
C -0.368 0.889 5.255  0.015
As -0.897 -0.321 3.779  0.133
C -0.912 -2.088 4.607  0.043
C -2.749 0.107 3.298  0.022
H 2.245 3.768 1.705  -0.003
H 3.068 3.040 3.127  -0.001
H 1.981 4.477 3.347  0.010
H -0.731 4.521 3.006  0.011
H -1.781 3.115 3.457  0.000
H -1.322 3.368 1.751  -0.004
H 1.704 3.597 5.612  0.002
H 1.333 3.051 8.026  0.000
H -0.147 1.148 8.656  0.000
H -1.242 -0.231 6.884  0.001
H -1.892 -2.237 5.077  0.014
H -0.719 -2.835 3.832  -0.003
H -0.117 -2.103 5.354  -0.001
H -2.739 1.001 2.673  0.010
H -3.126 -0.754 2.734  0.000
H -3.300 0.278 4.231  0.008

gap between HOMO and LUMO (spin up / spin down) = 7.30 / 3.01 eV
expectation value of S² = 6.016
LUMO level (spin up / spin down) = -5.00 / -9.41 eV
total charge = +2
multiplicity = 5
HOMO energy (spin up / spin down) = -12.3049 / -12.4237 eV

Below is a molecular structure, C39H43BClIrN4O2PS, with properties calculated with ωB97M-V/def2-TZVPD.

Last column: Mulliken spin population.
Geometry (Å):
Ir -0.898 -0.539 0.573  0.628
N -1.971 -2.760 0.418  -0.015
C -1.351 -3.885 -0.226  0.026
C -1.992 -5.117 -0.288  0.002
C -1.373 -6.190 -0.904  0.000
C -0.113 -6.042 -1.465  0.001
C 0.527 -4.819 -1.415  0.001
C -0.088 -3.736 -0.794  -0.049
P 0.719 -2.104 -0.650  0.085
C 2.269 -2.452 0.241  -0.010
C 2.339 -2.129 1.592  -0.009
C 3.481 -2.404 2.318  -0.001
C 4.563 -3.012 1.702  0.000
C 4.497 -3.341 0.356  -0.001
C 3.360 -3.060 -0.379  -0.003
C 1.263 -1.715 -2.333  -0.003
C 0.542 -2.160 -3.442  -0.016
C 1.000 -1.878 -4.718  -0.002
C 2.159 -1.140 -4.895  0.002
C 2.861 -0.670 -3.794  0.002
C 2.411 -0.945 -2.517  -0.004
H -2.199 -2.988 1.384  0.003
H -2.854 -2.518 -0.031  0.003
H -2.977 -5.233 0.141  0.000
H -1.876 -7.143 -0.947  0.000
H 0.370 -6.880 -1.943  0.000
H 1.504 -4.697 -1.858  0.000
H 1.494 -1.653 2.063  0.022
H 3.528 -2.142 3.364  0.000
H 5.455 -3.231 2.266  0.000
H 5.339 -3.818 -0.124  0.000
H 3.326 -3.305 -1.431  0.000
H -0.356 -2.744 -3.304  -0.001
H 0.455 -2.240 -5.576  0.000
H 2.515 -0.922 -5.890  0.000
H 3.767 -0.099 -3.937  0.000
H 2.958 -0.597 -1.651  0.001
N 1.076 0.638 0.179  0.034
C 1.858 1.419 -0.173  -0.005
N 2.751 2.254 -0.564  -0.001
C 2.618 3.002 -1.808  0.000
C 3.999 3.098 -2.472  0.000
O 4.949 3.628 -1.589  0.000
C 5.116 2.802 -0.466  0.000
C 3.811 2.698 0.334  0.000
H 2.248 4.011 -1.585  0.000
H 1.918 2.488 -2.468  0.000
H 3.950 3.772 -3.327  0.000
H 4.310 2.100 -2.817  0.000
H 5.894 3.255 0.148  0.000
H 5.442 1.796 -0.775  0.000
H 3.552 3.683 0.739  0.000
H 3.911 1.981 1.150  0.000
C -2.264 5.553 3.626  0.000
C -2.663 4.129 3.443  -0.001
C -3.475 3.737 2.383  0.002
C -3.827 2.410 2.213  0.002
C -3.362 1.460 3.109  -0.001
C -2.560 1.831 4.179  -0.001
C -2.216 3.158 4.339  0.000
S -3.666 -0.298 2.828  -0.002
C -5.480 -0.244 2.590  0.000
O -3.140 -0.534 1.426  0.025
H -2.688 6.188 2.853  0.000
H -1.180 5.653 3.612  0.000
H -2.600 5.918 4.595  0.000
H -3.851 4.468 1.682  0.000
H -4.463 2.127 1.386  -0.001
H -2.203 1.087 4.874  0.001
H -1.608 3.457 5.179  0.000
H -5.748 0.507 1.857  0.000
H -5.926 -0.014 3.551  0.000
H -5.808 -1.220 2.248  0.000
Cl -4.656 0.751 -1.023  0.005
C -3.486 1.285 -2.153  0.037
C -3.877 1.443 -3.466  -0.014
C -2.956 1.848 -4.419  0.051
C -1.630 2.081 -4.053  -0.013
C -1.245 1.949 -2.744  0.038
C -2.160 1.576 -1.724  -0.123
C -1.790 1.594 -0.366  0.225
H -4.906 1.265 -3.742  0.001
H -3.273 1.981 -5.440  0.002
H -0.913 2.384 -4.801  0.000
H -0.225 2.149 -2.452  0.006
H -2.591 1.610 0.358  -0.031
H -0.921 2.188 -0.114  0.004
B 0.382 -1.120 5.068  0.003
C -0.171 -0.695 3.725  -0.016
N -0.506 -0.421 2.646  0.110
H -0.360 -0.921 5.982  -0.001
H 1.274 -0.380 5.371  -0.001
H 0.679 -2.262 4.958  0.001

gap between HOMO and LUMO (spin up / spin down) = 5.67 / 5.65 eV
expectation value of S² = 0.778
LUMO level (spin up / spin down) = -7.64 / -7.64 eV
total charge = +2
multiplicity = 2
HOMO energy (spin up / spin down) = -13.3063 / -13.2906 eV

Below is a molecular structure, C39H43BrN5Pd, with properties calculated with ωB97M-V/def2-TZVPD.

Last column: Mulliken spin population.
Geometry (Å):
Pd -1.320 -0.522 0.700  1.472
C 4.508 0.202 -1.455  0.000
C 4.742 1.160 -0.320  0.001
C 5.716 2.151 -0.394  0.000
C 5.912 3.048 0.645  0.000
C 5.139 2.964 1.794  0.000
C 4.176 1.973 1.896  0.001
C 3.980 1.084 0.847  -0.001
N 2.975 0.076 0.954  0.004
C 1.633 0.300 0.864  -0.056
N 1.284 1.581 0.608  0.009
C 0.029 2.247 0.631  0.010
C -1.191 1.589 0.694  0.317
C -2.360 2.340 0.680  -0.188
C -2.321 3.724 0.596  0.022
C -1.093 4.364 0.525  -0.019
C 0.095 3.648 0.543  0.046
C 1.416 4.367 0.452  0.006
N 0.785 -0.683 0.979  0.148
C 1.243 -1.949 1.437  0.043
C 1.421 -2.160 2.801  0.009
C 1.805 -3.403 3.276  -0.011
C 2.012 -4.444 2.381  0.021
C 1.841 -4.228 1.021  -0.007
C 1.457 -2.987 0.525  0.000
C 1.268 -2.761 -0.948  -0.058
H 5.086 0.492 -2.330  0.000
H 3.452 0.172 -1.732  0.000
H 4.802 -0.816 -1.186  0.000
H 6.323 2.225 -1.288  0.000
H 6.672 3.813 0.557  0.000
H 5.292 3.657 2.610  0.000
H 3.572 1.873 2.790  0.000
H 3.257 -0.892 0.976  -0.003
H 2.075 2.190 0.470  -0.004
H -3.325 1.844 0.726  0.016
H -3.238 4.299 0.581  -0.003
H -1.049 5.444 0.456  0.000
H 1.259 5.443 0.409  0.000
H 1.973 4.086 -0.448  0.000
H 2.057 4.163 1.314  0.000
H 1.249 -1.334 3.483  0.000
H 1.942 -3.559 4.338  -0.001
H 2.309 -5.420 2.740  0.001
H 2.006 -5.042 0.326  -0.001
H 1.369 -3.694 -1.500  -0.001
H 2.006 -2.055 -1.341  0.002
H 0.286 -2.335 -1.160  0.017
Br -1.997 -3.412 2.001  0.017
C -1.925 -2.053 3.307  0.013
C -2.093 -2.364 4.644  0.003
C -2.026 -1.321 5.554  -0.001
C -1.800 -0.029 5.098  0.002
C -1.643 0.177 3.742  -0.007
N -1.705 -0.827 2.859  0.084
H -2.267 -3.384 4.951  0.001
H -2.153 -1.519 6.610  0.000
H -1.746 0.807 5.780  0.000
H -1.463 1.158 3.321  -0.007
C 0.253 1.240 -2.555  0.060
C -0.380 0.562 -3.770  0.058
C 0.351 -0.740 -4.112  0.003
C -1.867 0.324 -3.648  0.165
C -2.714 0.763 -4.638  -0.115
C -4.078 0.482 -4.619  0.221
C -4.624 -0.291 -3.595  -0.096
C -3.857 -0.769 -2.561  0.173
C -4.475 -1.642 -1.492  0.048
C -4.496 -0.948 -0.128  0.034
C -3.796 -3.012 -1.414  0.027
C -2.444 -0.417 -2.539  0.139
N -1.699 -0.733 -1.521  1.446
H 1.272 1.549 -2.803  0.004
H 0.308 0.557 -1.706  -0.059
H -0.306 2.123 -2.241  -0.013
H -0.265 1.238 -4.622  0.006
H 0.247 -1.466 -3.304  0.006
H 1.415 -0.544 -4.256  0.000
H -0.041 -1.188 -5.025  -0.005
H -2.299 1.332 -5.461  0.006
H -4.714 0.847 -5.415  0.004
H -5.680 -0.533 -3.614  0.005
H -5.512 -1.804 -1.796  0.005
H -3.465 -0.664 0.112  -0.014
H -4.865 -1.615 0.650  0.001
H -5.094 -0.037 -0.140  -0.006
H -2.763 -2.923 -1.073  0.000
H -3.791 -3.502 -2.388  -0.005
H -4.330 -3.654 -0.712  0.002

gap between HOMO and LUMO (spin up / spin down) = 7.49 / 6.52 eV
expectation value of S² = 6.066
LUMO level (spin up / spin down) = -2.18 / -3.92 eV
total charge = +1
multiplicity = 5
HOMO energy (spin up / spin down) = -9.6781 / -10.4408 eV

What is the formula in the third record? C39H43As2ClPtSi2

What is the formula in the fourth record? C39H43BClIrN4O2PS